# C4H10NO3

A structure of composition C4H10NO3 at a distorted geometry (ωB97M-V/def2-TZVPD, the Open Molecules 2025 dataset).

Last column: Löwdin charge in e.
Positions of all 18 atoms, in Å:
O1 2.19141 -2.75008 -0.50651  -0.0533
C1 1.80111 -1.59155 -0.66406  -0.3296
C2 0.88187 -0.96483 0.29634  -0.3693
C3 0.44269 0.44291 0.04147  -0.1689
C4 -0.96654 0.83670 0.49752  -0.4236
O2 -1.27057 2.09345 0.09376  -0.2626
N1 0.92405 -1.53154 1.61250  0.0855
H1 0.38065 -1.58294 -0.63876  0.1990
H2 2.19230 -0.94615 -1.46496  0.1351
H3 1.17461 1.09395 0.53577  0.1146
H4 0.52519 0.71462 -1.00426  0.1154
H5 -1.06285 0.70743 1.57946  0.0916
H6 -1.63878 0.09298 0.04059  0.1056
H7 1.60592 -0.98931 2.13736  0.0887
H8 1.33735 -2.44220 1.42945  0.0593
H9 -3.59367 2.53048 -1.33473  -0.0505
H10 -2.08891 2.16960 -0.88394  -0.0417
O3 -2.83582 2.11647 -1.76700  -0.2952

Calculated values
* relative energy (zero: lowest compared OMol25 entry of this formula, charge and spin): 4.1019 eV
* charge: -1
* E_tot: -11941.295 eV



# C4H10NO3

A cluster of 2 separate species, C4H10NO3 in total at a distorted geometry (ωB97M-V/def2-TZVPD, the Open Molecules 2025 dataset).

Last column: Löwdin charge in e.
Positions of all 18 atoms, in Å:
C1 0.62952 0.93143 1.09978  -0.1310
N1 -0.76869 0.71465 0.75418  -0.2496
C2 -1.19747 1.73205 -0.20795  -0.1250
C3 -0.96573 -0.61184 0.14808  -0.1573
C4 -0.43101 -0.84512 -1.29285  -0.7210
O1 -1.26502 -1.35544 -2.07419  -0.0724
O2 0.77816 -0.57643 -1.53184  -0.0983
H1 1.34353 0.60801 0.35262  0.0647
H2 0.83298 0.51175 2.08597  0.0727
H3 0.85289 2.00571 1.22310  0.0714
H4 -2.24038 1.55177 -0.48400  0.0837
H5 -0.58444 1.78133 -1.11639  0.0850
H6 -1.09866 2.70128 0.27044  0.0633
H7 -0.51946 -1.37186 0.79445  0.1063
H8 -2.03246 -0.83334 0.16807  0.0987
H9 2.12662 -3.00476 0.29424  0.0157
H10 1.93624 -1.73460 -0.52273  0.0008
O3 2.60339 -2.20460 0.03902  -0.1075

Calculated values
* relative energy (zero: lowest compared OMol25 entry of this formula, charge and spin): 1.1260 eV
* charge: -1
* E_tot: -11944.271 eV



# C4H10NO3

A cluster of 2 separate species, C4H10NO3 in total at a distorted geometry (ωB97M-V/def2-TZVPD, the Open Molecules 2025 dataset).

Last column: Löwdin charge in e.
Positions of all 18 atoms, in Å:
O1 2.26301 -0.56011 1.45296  -0.0150
C1 1.43987 -0.05358 0.69467  -0.5528
N1 0.12329 -0.00999 0.96622  0.0876
C2 -0.98565 0.88059 0.41371  -0.4898
O2 -1.99458 0.93978 1.25796  -0.2811
C3 1.77545 0.51217 -0.67528  -0.1721
C4 1.27220 -0.40342 -1.80962  -0.0973
H1 -0.11429 -0.34425 1.89030  0.1255
H2 -1.24933 0.38625 -0.57187  0.0933
H3 -0.52545 1.81793 0.02112  0.0833
H4 1.38021 1.52704 -0.73922  0.0898
H5 2.82841 0.66379 -0.78158  0.0886
H6 0.55482 -1.11971 -1.46300  0.0649
H7 2.11875 -0.84569 -2.34381  0.0584
H8 0.90548 0.21206 -2.64260  0.0651
H9 -3.41041 -1.64576 2.07893  0.0095
H10 -2.91931 -0.56607 1.10442  -0.0260
O3 -3.46247 -1.39102 1.14670  -0.1318

Calculated values
* relative energy (zero: lowest compared OMol25 entry of this formula, charge and spin): 1.5656 eV
* charge: -1
* E_tot: -11943.831 eV



# C4H10NO5S2

A structure of composition C4H10NO5S2 (ωB97M-V/def2-TZVPD, the Open Molecules 2025 dataset).

Last column: Löwdin charge in e.
Positions of all 22 atoms, in Å:
C1 -1.78010 -2.46426 0.92203  -0.1275
O1 -1.31585 -2.49369 -0.40690  -0.1910
C2 0.01230 -2.01765 -0.55399  -0.2366
C3 0.25740 -0.64157 0.05582  -0.2203
C4 1.47979 0.02285 -0.55410  -0.2624
S1 1.66794 1.74757 -0.10580  0.4664
O2 2.98014 2.09927 -0.58983  -0.3531
O3 1.44789 1.81666 1.33251  -0.3739
N1 0.58589 2.55083 -0.92329  -0.3688
S2 -0.76585 3.06228 -0.28007  0.5005
O4 -1.80905 2.05470 -0.28488  -0.4011
O5 -1.11676 4.34575 -0.84076  -0.3961
H1 -1.04378 -2.89454 1.61499  0.0879
H2 -2.01987 -1.44947 1.25045  0.0879
H3 -2.68265 -3.07398 0.95597  0.0816
H4 0.70386 -2.75928 -0.12230  0.1216
H5 0.18974 -1.98421 -1.62970  0.1201
H6 0.40473 -0.71975 1.13441  0.1123
H7 -0.62230 -0.01773 -0.11614  0.0971
H8 1.45027 -0.00051 -1.64475  0.1004
H9 2.41392 -0.44225 -0.22939  0.1008
H10 -0.43765 3.25898 1.01575  0.0542

Calculated values
* relative energy (zero: lowest compared OMol25 entry of this formula, charge and spin): 0.0000 eV
* charge: -1
* E_tot: -37708.904 eV



- relative energy (zero: lowest compared OMol25 entry of this formula, charge and spin) of number 4 (C4H10NO5S2)?
  0.0000 eV



- What is the formula in the second record?
  C4H10NO3



- relative energy (zero: lowest compared OMol25 entry of this formula, charge and spin) of number 1 (C4H10NO3)?
  4.1019 eV



Copy entry 1 word for word.
# C4H10NO3

A structure of composition C4H10NO3 at a distorted geometry (ωB97M-V/def2-TZVPD, the Open Molecules 2025 dataset).

Last column: Löwdin charge in e.
Positions of all 18 atoms, in Å:
O1 2.19141 -2.75008 -0.50651  -0.0533
C1 1.80111 -1.59155 -0.66406  -0.3296
C2 0.88187 -0.96483 0.29634  -0.3693
C3 0.44269 0.44291 0.04147  -0.1689
C4 -0.96654 0.83670 0.49752  -0.4236
O2 -1.27057 2.09345 0.09376  -0.2626
N1 0.92405 -1.53154 1.61250  0.0855
H1 0.38065 -1.58294 -0.63876  0.1990
H2 2.19230 -0.94615 -1.46496  0.1351
H3 1.17461 1.09395 0.53577  0.1146
H4 0.52519 0.71462 -1.00426  0.1154
H5 -1.06285 0.70743 1.57946  0.0916
H6 -1.63878 0.09298 0.04059  0.1056
H7 1.60592 -0.98931 2.13736  0.0887
H8 1.33735 -2.44220 1.42945  0.0593
H9 -3.59367 2.53048 -1.33473  -0.0505
H10 -2.08891 2.16960 -0.88394  -0.0417
O3 -2.83582 2.11647 -1.76700  -0.2952

Calculated values
* relative energy (zero: lowest compared OMol25 entry of this formula, charge and spin): 4.1019 eV
* charge: -1
* E_tot: -11941.295 eV